Record 1
This record from the OMol25 dataset describes a structure of composition C27H25N7V at a distorted geometry. The level of theory is ωB97M-V/def2-TZVPD.

Geometry as XYZ:
```
60
Properties=species:S:1:pos:R:3:mulliken_charge:R:1
V 11.04 10.94 7.81 -0.0535
N 13.24 13.31 7.01 0.0112
C 13.91 12.08 7.31 0.2134
C 15.29 12.04 7.18 -0.9513
C 15.95 10.86 7.38 -0.5164
C 15.24 9.68 7.79 -0.9777
C 13.87 9.83 7.92 -0.5060
N 13.18 11.02 7.69 1.2591
C 12.01 13.51 6.54 0.8371
C 11.91 14.64 5.80 -0.7831
C 10.70 15.13 5.37 -0.6981
C 9.60 14.39 5.78 -0.7097
C 9.73 13.13 6.31 -0.3083
N 10.96 12.68 6.72 0.4654
H 13.86 14.09 6.74 0.2753
H 15.79 12.93 6.94 0.5951
H 17.01 10.90 7.22 0.4662
H 15.73 8.75 8.00 0.5142
H 13.31 8.93 8.19 0.2831
H 12.73 15.32 5.61 0.3646
H 10.66 16.09 4.88 0.4663
H 8.55 14.72 5.57 0.3878
H 8.87 12.49 6.46 0.4727
C 6.81 10.11 8.59 -0.9774
C 8.04 10.23 7.94 -0.2169
N 9.07 10.68 8.59 0.3876
C 9.06 10.99 9.89 -0.3135
C 7.86 10.98 10.62 0.5136
C 6.66 10.63 9.88 -0.8935
C 7.83 11.32 12.04 -0.6175
C 8.97 11.65 12.71 -1.1677
C 10.24 11.75 11.91 0.6585
C 11.36 12.20 12.50 -0.4605
C 12.53 12.13 11.80 -1.0277
C 12.59 11.53 10.57 -0.2402
N 11.39 11.21 9.93 0.2334
C 10.28 11.28 10.61 1.6409
H 5.91 9.75 8.11 0.4077
H 8.14 9.90 6.90 0.4944
H 5.69 10.73 10.26 0.5581
H 6.84 11.22 12.56 0.3876
H 8.94 11.79 13.78 0.4685
H 11.41 12.69 13.46 0.5285
H 13.50 12.47 12.15 0.4394
H 13.58 11.45 10.09 0.3967
C 10.11 5.70 6.45 -1.2799
C 10.49 7.13 6.25 0.6278
C 11.01 7.76 5.10 -0.8880
C 11.22 9.06 5.47 0.0314
N 10.96 9.27 6.83 1.0673
N 10.50 8.05 7.25 -0.2914
C 11.77 10.23 4.64 -0.9951
H 9.05 5.66 6.28 0.3129
H 10.37 5.36 7.45 0.3876
H 10.63 5.04 5.73 0.3754
H 11.13 7.38 4.07 0.4822
H 10.24 7.92 8.21 0.0966
H 12.87 10.38 4.77 0.1992
H 11.32 11.17 4.94 0.1389
H 11.58 10.06 3.54 0.4279
```

Values from the calculation:
Gap between HOMO and LUMO (alpha / beta) = 7.181 / 7.697 eV
Total charge = +3
2S+1 = 3



Record 2
This record from the OMol25 dataset describes a structure of composition C27H26CdN5O7S. The level of theory is ωB97M-V/def2-TZVPD.

Geometry as XYZ:
```
67
Properties=species:S:1:pos:R:3:mulliken_charge:R:1
Cd 0.21 -0.97 0.14 1.9360
C -2.84 -0.75 -0.92 -1.1080
O -1.72 0.09 -1.22 0.0448
C -1.81 1.38 -0.74 0.0234
C -2.17 2.41 -1.60 -0.4038
C -2.21 3.71 -1.13 -0.6539
C -1.88 3.98 0.19 -0.7503
C -1.51 2.96 1.04 -0.7244
C -1.46 1.64 0.58 0.7205
N -1.04 0.53 1.35 1.4269
N -1.12 0.70 2.61 -0.8569
C -0.80 -0.30 3.47 -0.4239
C -0.62 -1.67 3.10 0.8936
O -0.69 -2.13 1.92 -0.9165
C -0.38 -2.61 4.18 -0.7635
C -0.34 -2.23 5.47 -0.9591
C -0.55 -0.87 5.86 0.9229
C -0.52 -0.49 7.22 -0.8722
C -0.72 0.82 7.59 -0.4789
C -0.96 1.78 6.60 -0.7600
C -0.99 1.43 5.27 -0.1603
C -0.79 0.09 4.86 0.5188
H -3.03 -0.76 0.16 0.3149
H -2.58 -1.74 -1.26 0.2499
H -3.73 -0.38 -1.44 0.3182
H -2.39 2.17 -2.63 0.3774
H -2.47 4.52 -1.80 0.3932
H -1.89 5.00 0.56 0.3829
H -1.22 3.15 2.06 0.3860
H -0.23 -3.64 3.89 0.3980
H -0.15 -2.97 6.25 0.3322
H -0.32 -1.25 7.96 0.3581
H -0.69 1.10 8.63 0.3721
H -1.12 2.81 6.88 0.3872
H -1.17 2.18 4.52 0.3723
C -0.20 1.99 -7.21 -1.4482
C 0.41 1.62 -5.88 1.0067
C -0.31 0.85 -4.97 -0.9648
C 0.25 0.49 -3.75 0.0711
C 1.54 0.89 -3.44 -0.3323
C 2.27 1.66 -4.34 -0.8103
C 1.70 2.02 -5.55 -0.7307
S 2.26 0.47 -1.85 1.1739
O 1.73 1.42 -0.89 -0.7715
O 3.69 0.49 -2.09 -0.8415
N 1.68 -0.93 -1.46 -0.2136
C 1.81 -2.09 -2.29 -0.3256
C 0.89 -3.21 -1.74 -0.0463
O 1.28 -4.38 -1.87 -0.7744
O -0.18 -2.84 -1.15 -0.6789
H -1.24 2.30 -7.09 0.3449
H -0.20 1.13 -7.89 0.2913
H 0.35 2.79 -7.69 0.3612
H -1.31 0.53 -5.21 0.4128
H -0.31 -0.11 -3.04 0.3624
H 3.28 1.95 -4.09 0.4712
H 2.27 2.62 -6.25 0.3260
H 2.83 -2.49 -2.32 0.2867
H 1.51 -1.91 -3.33 0.5343
N 3.62 -2.90 0.37 -0.4998
C 2.45 -2.75 1.06 0.3381
N 1.66 -3.85 1.16 -0.4185
O 2.17 -1.67 1.60 -0.6189
H 3.66 -3.68 -0.28 0.3128
H 3.96 -2.03 -0.01 0.2772
H 1.64 -4.48 0.37 0.3050
H 0.73 -3.61 1.50 0.3020
```

Values from the calculation:
Energy above the lowest of the compared OMol25 structures with the same formula, charge and spin = 0.112 eV
Gap between HOMO and LUMO = 7.027 eV
Total charge = -1
2S+1 = 1



Record 3
This record from the OMol25 dataset describes a structure of composition C27H26Cl3IN6O4PdS3. The level of theory is ωB97M-V/def2-TZVPD.

Geometry as XYZ:
```
71
Properties=species:S:1:pos:R:3:mulliken_charge:R:1
Pd 1.08 0.44 0.05 0.1201
O 6.36 0.56 -0.09 -0.7149
C 6.64 0.27 1.19 0.2141
C 7.94 -0.10 1.52 -0.7311
C 8.27 -0.41 2.83 -0.2455
C 7.30 -0.35 3.83 -0.7785
C 6.01 0.02 3.50 -0.2428
C 5.65 0.33 2.19 0.3259
C 4.26 0.74 1.82 0.5908
O 4.03 1.08 0.61 -0.8134
N 3.40 0.75 2.82 -0.8173
N 2.10 1.05 2.43 0.4809
C 1.43 1.61 3.34 -0.1674
S -0.29 2.00 3.12 0.0144
C -0.35 3.12 4.54 -0.6350
C 0.53 2.54 5.63 -0.5498
S 2.13 2.08 4.91 -0.1050
H 5.37 0.78 -0.07 0.4394
H 8.68 -0.15 0.73 0.3838
H 9.29 -0.70 3.07 0.3428
H 7.56 -0.58 4.86 0.3566
H 5.23 0.08 4.25 0.4483
H -1.39 3.16 4.87 0.3240
H -0.02 4.13 4.27 0.2799
H 0.05 1.66 6.08 0.2698
H 0.72 3.27 6.42 0.3536
Cl -1.38 1.46 -7.23 -0.2610
C -2.10 0.74 -5.81 0.5513
C -1.30 0.21 -4.82 -1.0545
C -1.92 -0.37 -3.72 0.7723
C -3.30 -0.41 -3.58 -0.4365
C -3.87 -1.00 -2.31 1.3520
C -4.36 0.07 -1.33 -1.4551
N -3.49 0.09 -0.16 0.2536
C -3.77 -0.49 1.05 -0.2518
C -2.57 -0.54 1.72 -0.9698
N -1.57 -0.05 0.93 0.0816
C -2.15 0.33 -0.19 -0.4661
O -4.88 -1.98 -2.53 -0.4789
C -4.34 -3.30 -2.62 -0.9481
C -3.74 -3.76 -1.32 0.0603
C -4.46 -4.14 -0.22 0.5533
Cl -6.17 -4.26 -0.12 -0.2550
S -3.47 -4.44 1.15 -0.2254
C -2.05 -4.07 0.26 -0.4220
C -2.34 -3.74 -1.02 -0.3311
C -4.06 0.17 -4.60 0.7848
Cl -5.80 0.25 -4.46 -0.2454
C -3.48 0.73 -5.72 -0.7924
H -0.22 0.24 -4.86 0.4148
H -1.26 -0.78 -2.95 -0.4738
H -3.04 -1.48 -1.80 -0.2010
H -5.36 -0.17 -0.99 0.3970
H -4.37 1.05 -1.80 0.3916
H -4.77 -0.81 1.31 0.4640
H -2.37 -0.92 2.71 0.4595
H -1.63 0.81 -1.01 0.5622
H -3.58 -3.35 -3.41 0.2652
H -5.18 -3.94 -2.90 0.5697
H -1.08 -4.05 0.74 0.4500
H -1.58 -3.42 -1.73 0.3657
H -4.10 1.17 -6.49 0.4331
N 1.48 3.14 0.03 -0.5944
C 1.03 2.32 -1.04 0.2660
N 2.07 1.98 -1.95 -0.6382
O -0.16 2.36 -1.42 -0.6526
H 2.31 2.73 0.46 0.3408
H 0.75 3.19 0.72 0.2306
H 2.88 1.64 -1.44 0.4836
H 1.74 1.22 -2.53 0.1976
I 1.02 -1.82 -1.69 -0.6909
```

Values from the calculation:
Energy above the lowest of the compared OMol25 structures with the same formula, charge and spin = 0.000 eV
Gap between HOMO and LUMO = 4.342 eV
Total charge = -2
2S+1 = 1



Record 4
This record from the OMol25 dataset describes a structure of composition C27H26Cl3IN6O4PdS3. The level of theory is ωB97M-V/def2-TZVPD.

Geometry as XYZ:
```
71
Properties=species:S:1:pos:R:3:mulliken_charge:R:1
Pd 0.32 2.89 1.80 -0.2024
O 4.59 4.36 0.13 -0.7056
C 5.47 3.35 0.21 0.1316
C 6.81 3.60 -0.09 -0.6867
C 7.75 2.59 -0.02 -0.2226
C 7.38 1.31 0.36 -0.7782
C 6.04 1.06 0.67 -0.2182
C 5.08 2.06 0.61 0.3408
C 3.62 1.80 0.93 0.6759
O 2.83 2.77 0.77 -0.7003
N 3.37 0.56 1.28 -0.3702
N 2.08 0.26 1.68 -0.2511
C 1.75 -0.92 1.35 0.3324
S 2.81 -2.00 0.39 -0.1540
C 1.70 -3.44 0.49 -0.4500
C 0.91 -3.33 1.79 -0.3084
S 0.21 -1.66 1.85 -0.1532
H 3.70 3.92 0.39 0.3791
H 7.08 4.61 -0.39 0.3862
H 8.79 2.81 -0.26 0.3262
H 8.11 0.51 0.41 0.3604
H 5.71 0.07 0.97 0.3773
H 2.31 -4.34 0.47 0.4903
H 1.01 -3.46 -0.35 -0.0010
H 1.58 -3.48 2.65 0.4824
H 0.10 -4.05 1.84 -0.0979
Cl 1.58 -1.06 -5.07 -0.2523
C 0.22 -1.20 -3.99 0.2105
C 0.44 -1.38 -2.64 -0.7248
C -0.66 -1.50 -1.81 0.5406
C -1.97 -1.43 -2.29 -0.5707
C -3.12 -1.55 -1.30 0.4928
C -3.79 -0.20 -0.97 -1.5779
N -2.96 0.52 -0.04 0.5881
C -3.03 0.48 1.34 -0.5714
C -1.86 1.02 1.78 -0.7952
N -1.08 1.41 0.72 0.4212
C -1.77 1.11 -0.35 -0.8711
O -4.11 -2.48 -1.71 -0.4274
C -3.68 -3.82 -1.52 -0.7756
C -3.57 -4.19 -0.06 0.0623
C -4.56 -4.04 0.87 0.7984
Cl -6.14 -3.42 0.61 -0.2115
S -4.09 -4.57 2.43 -0.2384
C -2.55 -5.03 1.85 -0.4587
C -2.41 -4.76 0.53 -0.4841
C -2.13 -1.22 -3.66 0.7410
Cl -3.72 -1.05 -4.36 -0.2241
C -1.05 -1.11 -4.52 -0.7131
H 1.44 -1.41 -2.22 0.4905
H -0.51 -1.62 -0.74 0.0582
H -2.67 -1.88 -0.36 0.3090
H -4.74 -0.43 -0.50 0.3470
H -3.97 0.40 -1.86 0.2933
H -3.89 0.07 1.85 0.4218
H -1.50 1.19 2.78 0.6884
H -1.46 1.29 -1.37 0.4061
H -2.70 -3.98 -1.99 0.3117
H -4.40 -4.45 -2.03 0.4139
H -1.81 -5.43 2.52 0.3964
H -1.50 -4.93 -0.03 0.3916
H -1.21 -0.94 -5.58 0.4523
N -2.15 5.47 2.43 -0.4490
C -2.43 5.26 1.11 0.5119
N -2.36 6.39 0.28 -0.6064
O -2.76 4.17 0.67 -0.4990
H -1.57 6.26 2.64 0.2770
H -1.77 4.63 2.86 0.1010
H -1.61 7.02 0.52 0.2625
H -2.29 6.09 -0.68 0.2610
I 0.76 4.45 3.98 -0.7805
```

Values from the calculation:
Energy above the lowest of the compared OMol25 structures with the same formula, charge and spin = 1.021 eV
Gap between HOMO and LUMO = 2.879 eV
Total charge = -2
2S+1 = 1



Record 5
This record from the OMol25 dataset describes a structure of composition C27H26MgN8S. The level of theory is ωB97M-V/def2-TZVPD.

Geometry as XYZ:
```
63
Properties=species:S:1:pos:R:3:mulliken_charge:R:1
Mg 0.05 -0.54 -0.38 1.0850
C -3.80 1.13 4.18 -1.0780
C -3.97 -0.18 3.41 -0.3969
N -2.70 -0.84 3.15 -0.1301
C -1.88 -0.50 2.13 0.3708
S -0.48 -1.49 1.92 -0.6668
N -2.25 0.57 1.44 -1.0619
N -1.42 0.86 0.41 0.8383
C -1.61 1.96 -0.23 0.5262
C -2.63 2.98 0.15 -1.6846
C -0.74 2.17 -1.42 0.6807
C -0.70 3.38 -2.11 -0.9383
C 0.13 3.51 -3.21 -0.5288
C 0.90 2.42 -3.60 -0.8428
C 0.80 1.25 -2.87 -0.2725
N 0.00 1.13 -1.82 0.2274
H -4.77 1.58 4.38 0.3290
H -3.20 1.83 3.60 0.2491
H -3.30 0.95 5.13 0.3205
H -4.48 0.00 2.46 0.2370
H -4.58 -0.88 3.99 0.4325
H -2.50 -1.72 3.59 0.2563
H -2.98 2.79 1.16 0.2546
H -3.50 2.93 -0.51 0.2987
H -2.23 3.99 0.09 0.4543
H -1.30 4.22 -1.78 0.3605
H 0.18 4.44 -3.75 0.4407
H 1.56 2.47 -4.45 0.4339
H 1.39 0.38 -3.12 0.4271
C 3.73 2.84 2.19 -0.4758
C 3.72 1.54 2.69 -0.6989
C 3.22 0.50 1.92 0.2818
C 2.73 0.73 0.64 -0.6108
C 2.74 2.04 0.15 0.0010
C 3.24 3.08 0.92 -0.7787
N 2.15 -0.30 -0.12 0.2180
C 2.87 -1.37 -0.46 0.3567
C 4.29 -1.48 -0.32 -0.8285
C 4.95 -2.60 -0.75 -0.6153
C 4.29 -3.70 -1.34 -0.7862
C 2.94 -3.64 -1.49 -0.4315
C 2.22 -2.50 -1.06 0.3623
N 0.86 -2.40 -1.16 1.3225
N 0.16 -3.34 -1.62 -1.3068
C -1.22 -3.00 -1.62 -0.0268
C -2.11 -4.02 -1.92 -0.5920
C -3.46 -3.74 -1.89 -0.2598
C -3.88 -2.45 -1.57 -0.9376
C -2.91 -1.50 -1.30 -0.2302
N -1.61 -1.76 -1.33 0.1737
H 4.11 3.65 2.79 0.3849
H 4.08 1.34 3.69 0.3707
H 3.18 -0.51 2.33 0.4755
H 2.37 2.23 -0.85 0.2912
H 3.24 4.08 0.51 0.4012
H 4.84 -0.66 0.11 0.4328
H 6.03 -2.63 -0.64 0.3893
H 4.85 -4.57 -1.66 0.3851
H 2.37 -4.45 -1.92 0.4445
H -1.72 -5.01 -2.15 0.4965
H -4.18 -4.51 -2.11 0.3895
H -4.92 -2.19 -1.53 0.4237
H -3.18 -0.48 -1.04 0.3562
```

Values from the calculation:
Gap between HOMO and LUMO = 6.125 eV
Total charge = 0
2S+1 = 1



Record 6
This record from the OMol25 dataset describes a structure of composition C27H26N2O2S4Tc. The level of theory is ωB97M-V/def2-TZVPD.

Geometry as XYZ:
```
62
Properties=species:S:1:pos:R:3:mulliken_charge:R:1
Tc -0.44 0.00 0.61 -0.4659
C -5.13 -4.29 3.36 -1.5521
C -3.69 -3.88 3.74 1.8989
C -3.13 -4.86 4.78 -1.5567
C -3.73 -2.48 4.35 -2.0420
C -2.82 -3.93 2.49 0.3436
C -2.68 -5.16 1.81 -0.5896
C -1.91 -5.29 0.67 -1.5178
C -1.26 -4.16 0.19 1.2438
S -0.25 -3.98 -1.22 -0.2256
C -0.03 -2.34 -0.88 0.1804
N -0.67 -1.92 0.23 0.6478
C -1.39 -2.94 0.85 -1.8166
C -2.16 -2.82 2.00 0.1311
C 0.69 -1.34 -1.63 1.0419
C 1.41 -1.58 -2.80 -0.5664
C 2.03 -0.52 -3.43 -0.8487
C 1.92 0.77 -2.92 -0.7188
C 1.19 1.02 -1.76 -0.5594
C 0.59 -0.04 -1.08 0.9310
H -5.76 -4.27 4.25 0.4493
H -5.17 -5.30 2.95 0.3453
H -5.55 -3.60 2.63 0.3821
H -3.76 -4.83 5.68 0.4496
H -2.12 -4.58 5.07 0.3748
H -3.12 -5.88 4.42 0.3495
H -4.37 -2.49 5.24 0.4225
H -4.16 -1.74 3.67 0.3933
H -2.74 -2.15 4.67 0.3930
H -3.19 -6.03 2.18 0.4830
H -1.83 -6.24 0.16 0.4298
H -2.24 -1.86 2.50 0.6976
H 1.49 -2.58 -3.21 0.5102
H 2.59 -0.69 -4.34 0.4960
H 2.39 1.59 -3.44 0.5268
H 1.11 2.03 -1.39 0.5229
O -4.16 0.55 -6.61 -0.4437
C -3.42 -0.28 -5.87 0.5584
O -2.98 -1.30 -6.32 -0.5102
C -3.15 0.11 -4.44 0.4006
C -3.02 -0.93 -3.52 -0.6809
C -2.71 -0.66 -2.20 -0.2658
C -2.53 0.67 -1.81 0.2608
S -2.17 1.02 -0.11 -0.2824
C -2.66 1.71 -2.71 -0.6157
C -2.97 1.42 -4.03 -0.6531
H -4.54 1.27 -6.08 0.3327
H -3.15 -1.95 -3.86 0.4986
H -2.62 -1.46 -1.48 0.6195
H -2.50 2.74 -2.40 0.4813
H -3.04 2.24 -4.75 0.4249
S 1.03 0.45 2.39 -0.2641
C 2.67 -0.03 2.12 0.4165
N 3.55 0.15 3.06 -0.1761
C 4.94 -0.23 2.80 -0.5704
C 4.96 -0.93 1.43 -0.4825
S 3.29 -0.75 0.70 0.1388
H 3.29 0.60 3.94 0.2641
H 5.28 -0.90 3.59 0.3237
H 5.56 0.66 2.81 0.3148
H 5.17 -1.99 1.52 0.3563
H 5.68 -0.48 0.75 0.3691
```

Values from the calculation:
Energy above the lowest of the compared OMol25 structures with the same formula, charge and spin = 0.214 eV
Gap between HOMO and LUMO (alpha / beta) = 5.872 / 6.105 eV
Total charge = +2
2S+1 = 2



Record 7
This record from the OMol25 dataset describes an isolated molecule of C27H26N2O4S at a distorted geometry. The level of theory is ωB97M-V/def2-TZVPD.

Geometry as XYZ:
```
60
Properties=species:S:1:pos:R:3:mulliken_charge:R:1
C -0.41 -1.30 6.87 -0.9246
O -0.30 -0.76 5.53 -0.4494
C -0.37 -1.61 4.47 0.1506
C -0.59 -3.01 4.61 -0.7301
C -0.63 -3.83 3.48 -1.2658
C -0.46 -3.23 2.24 -0.3151
C -0.26 -1.82 2.08 0.8129
C -0.21 -1.02 3.20 0.0196
C -0.20 -1.56 0.66 0.8270
C -0.11 -0.23 0.08 -0.0763
C -0.17 -0.08 -1.37 0.2535
C 0.48 -0.88 -2.30 -1.1259
N 0.10 -0.51 -3.57 0.2276
C 0.55 -1.17 -4.78 -1.0015
C -0.82 0.53 -3.50 -0.2406
C -1.56 1.12 -4.52 -0.9215
C -2.57 2.01 -4.16 -0.9125
C -2.83 2.29 -2.78 0.3346
O -3.88 3.12 -2.53 -0.4808
C -4.24 3.39 -1.16 -0.7393
C -2.04 1.71 -1.76 0.4320
C -1.04 0.81 -2.12 0.2413
S 1.85 0.68 0.54 1.5508
O 2.74 -0.46 0.38 -0.6841
O 1.58 1.14 1.90 -0.6936
C 2.84 2.17 -0.11 0.0051
C 3.35 2.16 -1.41 -0.4399
C 3.98 3.30 -1.92 -0.6042
C 4.14 4.43 -1.11 -0.3789
C 3.74 4.39 0.23 -0.4948
C 3.12 3.24 0.74 -0.3449
C -0.40 -2.79 0.02 -0.9331
N -0.53 -3.79 0.96 0.1538
C -0.77 -5.19 0.67 -0.9785
H -0.33 -0.43 7.51 0.2588
H -1.38 -1.80 7.02 0.3556
H 0.41 -2.01 7.08 0.3607
H -0.71 -3.45 5.61 0.3751
H -0.79 -4.90 3.56 0.1951
H -0.03 0.04 3.10 0.4813
H -0.55 0.58 0.66 0.5053
H 1.15 -1.71 -2.12 0.7747
H 0.07 -0.69 -5.64 0.3039
H 1.64 -1.08 -4.88 0.3027
H 0.29 -2.23 -4.76 0.3188
H -1.36 0.90 -5.56 0.2488
H -3.20 2.50 -4.90 0.4263
H -5.06 4.11 -1.24 0.2333
H -4.57 2.48 -0.65 0.3180
H -3.39 3.84 -0.61 0.2967
H -2.22 1.92 -0.70 0.4271
H 3.24 1.26 -2.02 0.3971
H 4.32 3.33 -2.95 0.3532
H 4.59 5.34 -1.52 0.3602
H 3.89 5.25 0.88 0.3547
H 2.84 3.19 1.79 0.4344
H -0.44 -3.02 -1.04 0.6966
H -0.77 -5.76 1.61 0.3041
H -1.73 -5.33 0.16 0.3303
H 0.03 -5.59 0.02 0.3139
```

Values from the calculation:
SMILES string = COc1ccc2c(c1)c(C(c1cn(C)c3ccc(OC)cc13)S(=O)(=O)c1ccccc1)cn2C
Energy above the lowest of the compared OMol25 structures with the same formula, charge and spin = 4.507 eV
Gap between HOMO and LUMO = 7.007 eV
Total charge = 0
2S+1 = 1